# 1
ORCA calculation (ωB97M-V with the def2-TZVPD basis set) on a molecular structure, C2H3ClO2S.

The net charge is 0. The LUMO energy (spin up / spin down) comes out at -0.37 / -0.37 eV.

```
9
C2H3ClO2S ωB97M-V with the def2-TZVPD basis set
Cl -1.561 -2.128 1.221
S -2.015 -0.311 0.229
O -2.803 0.522 1.038
O 0.423 0.784 1.424
H 1.738 -0.732 -1.020
H 0.693 0.449 -1.705
H 1.975 1.006 -0.773
C 0.328 0.228 0.380
C 1.221 0.183 -0.792
```

# 2
ORCA calculation (ωB97M-V with the def2-TZVPD basis set) on 2 unconnected molecules or ions with the total composition C2H3ClO2S.

The net charge is 0. The LUMO energy comes out at -2.07 eV.

```
9
C2H3ClO2S ωB97M-V with the def2-TZVPD basis set
Cl 4.105 0.199 -1.073
O 1.092 -0.608 -1.218
H 1.927 -0.163 2.011
H 1.609 -0.751 -2.054
C 2.635 0.235 1.250
H 0.237 -0.383 -1.411
S 2.653 1.907 1.114
O 3.258 -1.883 0.272
C 3.134 -0.718 0.260
```

Energy above the lowest of the compared OMol25 structures with the same formula, charge and spin / kJ/mol: 160.9 97.8